Entry 1:
This record from the Open Molecules 2025 dataset describes a 4-piece molecular cluster, C20H32F5N2O7S3 overall in a non-equilibrium geometry. The level of theory is the ωB97M-V functional and the def2-TZVPD basis.

Calculated values
Frontier orbital gap, eV: 6.5
Maximum force, eV Å⁻¹: 3.267
2S+1: 1
HOMO, eV: -11.8
E, Ha: -3111.0177
Charge: +1

Positions of all 69 atoms, in Å:
C (-5.366, 0.055, -0.301)
O (-4.378, -0.529, -1.168)
C (-3.397, -1.251, -0.460)
C (-2.356, -0.312, 0.216)
N (-2.403, -0.316, 1.529)
N (-1.461, 0.466, 2.018)
C (-0.570, 1.176, 1.387)
C (-0.516, 1.242, -0.027)
C (-1.489, 0.429, -0.648)
C (-1.577, 0.361, -2.188)
F (-1.553, -0.902, -2.663)
F (-2.649, 1.036, -2.630)
C (-0.340, 1.122, -2.862)
F (0.858, 0.631, -2.524)
F (-0.413, 2.441, -2.713)
F (-0.488, 0.891, -4.177)
H (-5.594, 1.056, -0.715)
H (-6.305, -0.523, -0.420)
H (-5.046, 0.115, 0.753)
H (-3.932, -1.850, 0.309)
H (-2.902, -2.001, -1.103)
H (-1.442, 0.503, 3.041)
H (0.165, 1.744, 1.969)
H (0.244, 1.845, -0.524)
C (2.888, -2.653, -2.924)
C (3.794, -3.850, -2.611)
C (3.766, -4.061, -1.090)
S (2.175, -3.451, -0.532)
O (2.387, -2.299, 0.305)
O (1.357, -4.563, -0.111)
C (1.610, -2.884, -2.126)
H (2.684, -2.565, -3.991)
H (3.373, -1.730, -2.595)
H (3.409, -4.740, -3.115)
H (4.812, -3.690, -2.967)
H (3.859, -5.112, -0.825)
H (4.542, -3.483, -0.590)
H (1.008, -1.986, -2.006)
H (1.011, -3.680, -2.572)
C (3.415, -4.615, 5.043)
C (3.426, -3.267, 5.772)
C (3.303, -2.170, 4.710)
S (2.410, -2.902, 3.335)
O (3.288, -2.966, 2.197)
O (1.091, -2.306, 3.251)
C (2.268, -4.537, 4.041)
H (3.285, -5.448, 5.733)
H (4.362, -4.758, 4.516)
H (2.574, -3.216, 6.455)
H (4.329, -3.138, 6.368)
H (2.750, -1.308, 5.080)
H (4.280, -1.854, 4.344)
H (2.330, -5.284, 3.252)
H (1.302, -4.600, 4.543)
C (-2.196, 7.006, -2.934)
C (-2.412, 5.499, -2.751)
C (-1.926, 5.136, -1.342)
S (-2.131, 6.614, -0.345)
O (-0.828, 7.077, 0.058)
O (-3.193, 6.400, 0.606)
C (-2.728, 7.660, -1.663)
H (-2.706, 7.382, -3.821)
H (-1.129, 7.215, -3.044)
H (-3.476, 5.269, -2.844)
H (-1.885, 4.920, -3.510)
H (-2.511, 4.326, -0.909)
H (-0.868, 4.874, -1.339)
H (-2.368, 8.676, -1.518)
H (-3.818, 7.640, -1.636)

---

Entry 2:
This record from the Open Molecules 2025 dataset describes one molecule with the formula C5H7N3 in a non-equilibrium geometry. The level of theory is the ωB97M-V functional and the def2-TZVPD basis.

Calculated values
Relative energy (zero: lowest compared OMol25 entry of this formula, charge and spin), kcal per mole: 90.3
Frontier orbital gap, eV: 8.7
Maximum force, eV Å⁻¹: 5.072
2S+1: 1
HOMO, eV: -8.4
E, Ha: -358.8744
SMILES string: [H]/N=C\N1CC=CC=N1

Positions of all 15 atoms, in Å:
H (-1.398, -2.742, -0.173)
N (-1.782, -2.304, -1.174)
C (-1.475, -1.026, -1.068)
N (-0.642, -0.328, -0.164)
C (-0.492, 1.167, -0.220)
C (1.022, 1.395, -0.044)
C (1.611, 0.701, 0.898)
C (1.018, -0.527, 1.320)
N (0.015, -1.040, 0.682)
H (-1.823, -0.324, -1.803)
H (-0.737, 1.629, -1.122)
H (-1.143, 1.798, 0.574)
H (1.596, 2.172, -0.682)
H (2.630, 0.806, 1.102)
H (1.601, -1.376, 1.872)

---

Entry 3:
This record from the Open Molecules 2025 dataset describes C21H22LiN4OS as an isolated structure in a non-equilibrium geometry. The level of theory is the ωB97M-V functional and the def2-TZVPD basis.

Calculated values
Frontier orbital gap, eV: 8.6
Maximum force, eV Å⁻¹: 3.049
2S+1: 1
HOMO, eV: -11.8
E, Ha: -1513.3080
Charge: +1

Positions of all 50 atoms, in Å:
Li (2.243, 0.210, -0.569)
C (0.683, -0.559, -4.616)
C (1.904, -0.748, -5.229)
C (3.075, -0.514, -4.549)
C (3.011, -0.265, -3.182)
N (1.857, -0.132, -2.544)
C (0.713, -0.205, -3.251)
C (4.283, -0.069, -2.400)
C (5.503, -0.021, -3.064)
C (6.633, -0.009, -2.275)
C (6.591, -0.016, -0.891)
C (5.321, -0.034, -0.314)
N (4.190, -0.017, -1.050)
H (-0.245, -0.450, -5.127)
H (1.900, -1.031, -6.292)
H (4.064, -0.620, -5.059)
H (-0.175, 0.080, -2.729)
H (5.552, 0.099, -4.141)
H (7.606, 0.026, -2.725)
H (7.468, -0.035, -0.276)
H (5.274, -0.064, 0.756)
C (-3.359, 2.036, -0.300)
C (-3.596, 1.785, 1.172)
C (-2.350, 1.946, 2.027)
N (-1.159, 1.209, 1.482)
C (-0.192, 0.652, 2.240)
S (1.342, 0.297, 1.635)
N (-0.419, 0.300, 3.524)
C (-1.588, -0.253, 4.164)
O (-1.738, -0.013, 5.362)
C (-2.598, -1.014, 3.350)
C (-3.955, -0.985, 3.731)
C (-4.923, -1.585, 2.972)
C (-4.551, -2.333, 1.853)
C (-3.235, -2.432, 1.534)
C (-2.251, -1.727, 2.223)
H (-4.324, 2.179, -0.782)
H (-2.890, 1.214, -0.827)
H (-2.738, 2.937, -0.461)
H (-4.028, 0.790, 1.332)
H (-4.299, 2.506, 1.613)
H (-2.552, 1.615, 3.060)
H (-2.107, 2.992, 2.139)
H (-0.801, 1.548, 0.607)
H (0.354, 0.304, 4.202)
H (-4.171, -0.319, 4.551)
H (-5.970, -1.466, 3.271)
H (-5.241, -2.968, 1.305)
H (-2.872, -3.061, 0.648)
H (-1.239, -1.777, 1.901)

---

Entry 4:
This record from the Open Molecules 2025 dataset describes one molecule with the formula C3H5N3O in a non-equilibrium geometry. The level of theory is the ωB97M-V functional and the def2-TZVPD basis.

Calculated values
Relative energy (zero: lowest compared OMol25 entry of this formula, charge and spin), kcal per mole: 162.4
Frontier orbital gap, eV: 9.3
Maximum force, eV Å⁻¹: 6.849
2S+1: 1
HOMO, eV: -8.5
E, Ha: -356.5985
SMILES string: C1=NNCC=NO1

Positions of all 12 atoms, in Å:
C (1.384, -1.118, 0.069)
N (0.260, -1.624, 0.126)
N (-0.716, -0.943, -0.399)
C (-1.290, 0.453, 0.003)
C (0.123, 1.396, 0.063)
N (1.417, 1.226, -0.160)
O (1.972, 0.022, -0.193)
H (2.103, -1.816, 0.288)
H (-1.409, -1.632, -0.428)
H (-1.723, 0.442, 0.999)
H (-2.232, 0.988, -0.455)
H (0.111, 2.607, 0.088)

---

Entry 5:
This record from the Open Molecules 2025 dataset describes a 2-piece molecular cluster, H4N2O2Si overall in a non-equilibrium geometry. The level of theory is the ωB97M-V functional and the def2-TZVPD basis.

Calculated values
Relative energy (zero: lowest compared OMol25 entry of this formula, charge and spin), kcal per mole: 59.5
Frontier orbital gap, eV: 9.5
Maximum force, eV Å⁻¹: 4.452
2S+1: 1
HOMO, eV: -10.0
E, Ha: -551.7208
SMILES string: N=[SiH2].O=NO

Positions of all 9 atoms, in Å:
N (-0.775, -0.054, 0.028)
Si (-2.362, 0.178, -0.145)
H (-0.596, -1.094, 0.056)
H (-3.310, -0.861, -0.373)
H (-2.553, 1.489, -0.311)
O (3.837, -0.392, -0.065)
N (2.679, -0.125, -0.371)
O (1.951, 0.272, 0.722)
H (1.129, 0.587, 0.459)

---

Entry 6:
This record from the Open Molecules 2025 dataset describes CH2Cl2FN as an isolated structure in a non-equilibrium geometry. The level of theory is the ωB97M-V functional and the def2-TZVPD basis.

Calculated values
Relative energy (zero: lowest compared OMol25 entry of this formula, charge and spin), kcal per mole: 32.8
Frontier orbital gap (spin up / spin down), eV: 7.1 / 7.3
Maximum force, eV Å⁻¹: 5.764
2S+1: 3
HOMO (spin up / spin down), eV: -7.2 / -10.5
E, Ha: -1114.0187
⟨S²⟩: 2.008

Positions of all 7 atoms, in Å:
C (0.670, 0.480, -0.793)
N (0.490, 0.743, 0.417)
F (1.518, -0.379, -1.309)
Cl (-0.693, 1.887, 0.877)
Cl (1.367, 0.196, 1.968)
H (-1.444, -1.424, -0.909)
H (-1.910, -1.503, -0.251)